Entry 1:
The following is a DFT calculation (ωB97M-V/def2-TZVPD) of a 12-piece molecular cluster, C19H62N2O12 overall at a distorted geometry.

Positions of all 95 atoms, in Å:
C (0.390, -7.115, -1.882)
C (0.554, -6.153, -0.702)
O (0.593, -4.873, -1.242)
H (1.270, -7.157, -2.480)
H (-0.399, -6.928, -2.589)
H (0.212, -8.154, -1.541)
H (1.443, -6.339, -0.115)
H (-0.246, -6.211, 0.059)
H (0.446, -4.330, -0.425)
C (0.552, 0.441, 1.721)
C (-0.226, -0.081, 0.545)
O (0.642, -0.901, -0.210)
H (-0.023, 0.687, 2.623)
H (1.150, 1.358, 1.463)
H (1.276, -0.328, 1.981)
H (-0.526, 0.698, -0.106)
H (-1.045, -0.698, 0.825)
H (0.566, -1.772, 0.133)
C (-3.499, 1.343, 0.035)
C (-3.718, -0.115, -0.293)
O (-3.352, -0.278, -1.670)
H (-2.461, 1.500, -0.081)
H (-3.743, 1.588, 1.060)
H (-4.029, 2.023, -0.642)
H (-4.785, -0.399, -0.177)
H (-3.051, -0.744, 0.285)
H (-3.518, -1.173, -1.827)
C (0.666, 5.861, 1.326)
C (1.674, 5.133, 0.377)
O (1.272, 3.790, 0.445)
H (0.886, 6.909, 1.483)
H (0.656, 5.473, 2.323)
H (-0.352, 5.833, 1.076)
H (2.695, 5.182, 0.724)
H (1.581, 5.514, -0.646)
H (1.752, 3.314, -0.202)
C (-1.915, 3.219, 2.657)
C (-2.215, 4.622, 3.336)
O (-3.598, 4.759, 3.487)
H (-0.823, 2.980, 2.721)
H (-2.138, 3.208, 1.557)
H (-2.354, 2.385, 3.125)
H (-1.755, 5.321, 2.706)
H (-1.746, 4.583, 4.341)
H (-4.031, 3.923, 3.822)
C (4.028, 2.030, -0.177)
C (3.065, 1.581, -1.297)
O (2.333, 2.686, -1.748)
H (3.584, 2.296, 0.737)
H (4.587, 2.851, -0.462)
H (4.616, 1.190, 0.099)
H (2.349, 0.870, -0.959)
H (3.732, 1.205, -2.165)
H (2.097, 2.498, -2.694)
C (5.031, -2.349, -0.880)
C (3.652, -1.826, -1.252)
O (2.772, -2.880, -1.337)
H (5.142, -2.692, 0.123)
H (5.752, -1.492, -0.981)
H (5.439, -3.022, -1.609)
H (3.705, -1.368, -2.214)
H (3.300, -1.100, -0.498)
H (3.125, -3.678, -1.751)
C (0.080, -1.120, -3.693)
O (-0.718, -1.075, -4.807)
N (0.809, -2.171, -3.399)
N (0.091, -0.105, -2.867)
H (0.388, -3.093, -3.718)
H (1.245, -2.310, -2.499)
H (-0.687, 0.605, -2.962)
H (0.417, -0.159, -1.897)
C (-2.843, -0.388, 3.206)
O (-3.569, -1.581, 3.079)
H (-3.556, 0.406, 3.366)
H (-2.293, -0.157, 2.312)
H (-2.151, -0.491, 4.031)
H (-4.425, -1.455, 2.598)
C (-2.118, -2.968, -1.197)
O (-3.529, -3.057, -1.299)
H (-1.699, -3.992, -1.383)
H (-1.974, -2.649, -0.155)
H (-1.662, -2.282, -1.859)
H (-3.838, -3.928, -1.356)
C (1.436, -3.239, 1.796)
O (0.271, -3.287, 0.983)
H (2.195, -2.615, 1.381)
H (1.870, -4.260, 1.816)
H (1.179, -2.919, 2.797)
H (-0.452, -3.355, 1.652)
C (-1.457, 4.774, -1.139)
O (-1.020, 3.458, -1.218)
H (-1.945, 4.913, -0.160)
H (-2.167, 4.988, -1.925)
H (-0.627, 5.471, -1.271)
H (-0.305, 3.304, -0.543)

Computed properties:
- Max |F|: 8.10 eV Å⁻¹
- M: 510.71 g/mol
- HOMO energy: -8.25 eV
- Energy relative to the best compared isomer or geometry (same formula, charge and spin): 439.6 kJ/mol

Results of the Löwdin charge analysis, in e, for atoms 1 through 8: number 1, C, carries -0.07; number 2, C, carries -0.34; number 3, O, carries -0.12; number 4, H, carries 0.06; number 5, H, carries 0.07; number 6, H, carries 0.08; number 7, H, carries 0.10; number 8, H, carries 0.12

Entry 2:
The following is a DFT calculation (ωB97M-V/def2-TZVPD) of a 12-piece molecular cluster, C19H62O12 overall at a distorted geometry.

Positions of all 93 atoms, in Å:
C (3.048, 16.104, 1.300)
C (4.081, 14.974, 1.288)
O (5.412, 15.433, 1.120)
H (3.367, 16.878, 2.005)
H (2.141, 15.670, 1.728)
H (2.884, 16.581, 0.338)
H (3.779, 14.228, 0.554)
H (3.977, 14.476, 2.261)
H (5.792, 15.687, 1.964)
C (-1.216, 14.992, -1.007)
C (0.067, 14.460, -0.431)
O (-0.123, 13.322, 0.395)
H (-1.686, 14.190, -1.591)
H (-0.960, 15.761, -1.736)
H (-1.949, 15.325, -0.278)
H (0.543, 15.244, 0.179)
H (0.779, 14.230, -1.233)
H (0.764, 12.983, 0.576)
C (5.665, 6.879, 0.487)
C (4.774, 6.007, 1.321)
O (5.278, 5.991, 2.681)
H (6.717, 6.753, 0.761)
H (5.502, 7.923, 0.744)
H (5.607, 6.681, -0.583)
H (4.739, 4.961, 1.000)
H (3.735, 6.342, 1.360)
H (5.392, 5.081, 2.958)
C (1.034, 6.478, -0.769)
C (1.363, 6.579, -2.238)
O (2.806, 6.475, -2.426)
H (-0.061, 6.530, -0.671)
H (1.405, 7.304, -0.172)
H (1.299, 5.483, -0.415)
H (1.049, 7.514, -2.697)
H (0.910, 5.770, -2.812)
H (3.001, 5.542, -2.556)
C (3.333, 10.692, 4.298)
C (4.433, 11.639, 4.733)
O (5.110, 12.265, 3.605)
H (2.494, 11.346, 4.086)
H (3.118, 9.983, 5.093)
H (3.659, 10.101, 3.444)
H (5.232, 11.120, 5.274)
H (4.056, 12.430, 5.383)
H (5.384, 13.147, 3.868)
C (3.342, 15.151, -5.014)
C (3.973, 13.788, -4.785)
O (3.425, 13.156, -3.621)
H (3.538, 15.801, -4.167)
H (2.281, 15.032, -5.244)
H (3.756, 15.599, -5.923)
H (5.049, 13.928, -4.619)
H (3.849, 13.122, -5.639)
H (4.049, 13.194, -2.885)
C (2.963, 9.677, 0.470)
C (2.984, 11.120, 0.950)
O (2.435, 11.993, -0.030)
H (1.951, 9.274, 0.522)
H (3.578, 9.054, 1.129)
H (3.391, 9.526, -0.523)
H (4.004, 11.429, 1.200)
H (2.435, 11.117, 1.886)
H (3.198, 12.249, -0.567)
C (5.884, 11.914, -1.875)
O (4.920, 12.810, -1.266)
H (6.877, 12.071, -1.471)
H (5.576, 10.877, -1.769)
H (5.876, 12.106, -2.953)
H (5.463, 13.462, -0.808)
C (6.908, 10.161, 1.506)
O (6.742, 11.528, 1.161)
H (6.263, 9.768, 2.297)
H (6.835, 9.602, 0.576)
H (7.902, 10.002, 1.947)
H (6.114, 11.952, 1.758)
C (-0.138, 11.884, 3.853)
O (0.176, 11.491, 5.214)
H (-0.065, 12.973, 3.823)
H (0.489, 11.392, 3.121)
H (-1.178, 11.602, 3.666)
H (-0.434, 12.015, 5.741)
C (4.880, 8.851, -3.583)
O (5.363, 7.553, -3.321)
H (4.292, 8.901, -4.509)
H (4.214, 9.237, -2.800)
H (5.714, 9.542, -3.686)
H (4.618, 7.036, -2.991)
C (0.243, 11.659, -3.001)
O (0.782, 11.926, -4.296)
H (-0.466, 12.462, -2.762)
H (-0.294, 10.717, -3.053)
H (1.006, 11.657, -2.222)
H (1.532, 12.513, -4.146)

Computed properties:
- Max |F|: 1.49 eV Å⁻¹
- M: 482.69 g/mol
- HOMO energy: -9.34 eV
- Energy relative to the best compared isomer or geometry (same formula, charge and spin): 420.8 kJ/mol

Results of the Löwdin charge analysis, in e, for atoms 1 through 8: number 1, C, carries -0.08; number 2, C, carries -0.31; number 3, O, carries -0.07; number 4, H, carries 0.07; number 5, H, carries 0.07; number 6, H, carries 0.08; number 7, H, carries 0.09; number 8, H, carries 0.10

The records above give, respectively, frontier orbital gap values of 8.3; 9.6 eV.
The records above give, respectively, energy values of -48254.06134; -45274.39247 eV.
The records above give, respectively, LUMO energy values of 0.002; 0.008 Eh.